{"formula": "C2H4F3InNO5S2", "method": "ωB97M-V with the def2-TZVPD basis set", "homo_energy_ev": -14.352, "lumo_energy_ev": -6.6, "e_tot_ha": -1795.12822, "de_lowest_kj_mol": 542.3, "total_charge": 1, "gap_ev": 7.8, "elements": ["N", "S", "O", "O", "S", "O", "O", "C", "F", "F", "F", "In", "O", "H", "C", "H", "H", "H"], "positions_angstrom": [[1.356, 1.377, -0.959], [-0.116, 1.290, -1.687], [-0.790, -0.076, -1.180], [-1.091, 2.219, -0.929], [1.478, 1.422, 0.616], [0.222, 1.089, 1.365], [2.195, 2.587, 1.115], [2.597, -0.018, 1.009], [1.977, -1.157, 0.770], [3.682, 0.064, 0.261], [2.936, 0.044, 2.286], [-1.537, 0.841, 0.509], [-2.560, -0.717, 0.603], [-3.516, -0.787, 0.627], [-1.723, -1.771, -0.965], [-0.725, -1.994, -0.561], [-2.677, -1.630, -1.491], [-1.709, -2.785, -1.391]], "forces_ev_per_angstrom": [[-1.7492, -0.1892, 0.3242], [1.7104, -0.0759, -1.1780], [1.8826, 1.1389, -1.8399], [-0.2104, 0.8726, 0.1193], [3.2924, 2.5028, -0.0853], [0.6469, -0.0542, 1.1914], [-1.6097, -2.0857, -0.7498], [0.5574, 0.3587, 0.2222], [-0.4650, -0.4801, -0.1785], [-0.2860, 0.1113, -0.0020], [-0.2127, 0.0473, -0.0700], [-0.6120, 2.0340, 0.7189], [-2.3027, -2.3538, 1.6049], [-0.3342, 0.0443, 0.3438], [0.0980, -4.5299, -2.1110], [-0.7608, 1.8127, 1.4536], [0.3994, 2.2783, 0.7722], [-0.0445, -1.4322, -0.5359]]}